[1]
{
  "formula": "C2H4BrNS",
  "method": "wB97M-V/def2-TZVPD",
  "elements": ["C", "C", "N", "S", "Br", "H", "H", "H", "H"],
  "coordinates": [[1.23, 0.49, -0.06], [-1.09, -0.49, 0.04], [-0.11, 0.52, 0.06], [2.18, 1.80, 0.05], [1.99, -1.23, 0.02], [-0.74, -1.36, -0.70], [-0.94, -0.92, 0.98], [-2.15, -0.22, -0.04], [-0.37, 1.42, -0.35]],
  "homo_energy_ev": -8.73,
  "total_charge": 0,
  "e_tot_ev": -84505.764,
  "max_force_ev_per_a": 3.9
}



[2]
{
  "formula": "C6H10O",
  "method": "wB97M-V/def2-TZVPD",
  "elements": ["C", "C", "C", "O", "C", "C", "C", "H", "H", "H", "H", "H", "H", "H", "H", "H", "H"],
  "coordinates": [[-1.49, -1.76, 1.01], [-0.45, -1.15, 0.08], [0.02, 0.24, 0.53], [1.46, 0.33, 0.72], [1.51, 1.47, -0.13], [1.10, 1.11, -1.52], [0.06, 1.40, -0.47], [-2.40, -1.15, 1.07], [-1.09, -1.86, 2.03], [-1.79, -2.76, 0.67], [-0.86, -1.08, -0.94], [0.43, -1.79, 0.03], [-0.47, 0.54, 1.46], [2.16, 2.29, 0.16], [1.22, 1.89, -2.26], [1.27, 0.10, -1.88], [-0.68, 2.18, -0.56]],
  "homo_energy_ev": -9.21,
  "total_charge": 0,
  "e_tot_ev": -8429.440,
  "max_force_ev_per_a": 0.4
}



[3]
{
  "formula": "C21H15Cl2NdO4PRh",
  "method": "wB97M-V/def2-TZVPD",
  "elements": ["Rh", "Nd", "Cl", "Cl", "C", "C", "C", "O", "O", "O", "O", "P", "C", "C", "C", "C", "C", "C", "C", "C", "C", "C", "C", "C", "C", "C", "C", "C", "C", "C", "H", "H", "H", "H", "H", "H", "H", "H", "H", "H", "H", "H", "H", "H", "H"],
  "coordinates": [[0.12, -0.23, -9.61], [0.07, -0.69, -2.07], [-0.47, 1.87, -8.78], [1.97, -2.19, -2.69], [-0.61, -2.48, -0.69], [-0.34, 0.35, -11.29], [0.61, -1.86, -10.22], [-0.90, -3.27, 0.12], [-0.62, 0.72, -12.36], [0.91, -2.88, -10.68], [0.30, 0.84, -0.48], [0.04, 0.49, 1.03], [-1.62, -0.14, 1.16], [-2.45, -0.11, 0.03], [-3.73, -0.66, 0.10], [-4.20, -1.20, 1.30], [-3.38, -1.22, 2.44], [-2.09, -0.69, 2.37], [1.35, -0.62, 1.52], [1.33, -1.30, 2.74], [2.37, -2.16, 3.08], [3.44, -2.34, 2.19], [3.46, -1.66, 0.97], [2.45, -0.75, 0.67], [0.21, 1.93, 2.03], [-0.85, 2.40, 2.82], [-0.63, 3.48, 3.69], [0.63, 4.09, 3.72], [1.67, 3.65, 2.90], [1.46, 2.57, 2.04], [-2.12, 0.41, -0.90], [-4.34, -0.66, -0.81], [-5.21, -1.60, 1.35], [-3.74, -1.64, 3.38], [-1.45, -0.69, 3.26], [0.49, -1.15, 3.44], [2.35, -2.69, 4.03], [4.26, -3.01, 2.45], [4.26, -1.80, 0.24], [2.53, -0.13, -0.25], [-1.83, 1.92, 2.76], [-1.44, 3.82, 4.33], [0.80, 4.93, 4.39], [2.65, 4.13, 2.92], [2.27, 2.20, 1.38]],
  "homo_energy_ev": [-18.20, -19.72],
  "spin_multiplicity": 8,
  "total_charge": 4,
  "e_tot_ev": -82786.233,
  "max_force_ev_per_a": 9.7
}



[4]
{
  "formula": "C10H5AsBiF6N4O10S3",
  "method": "wB97M-V/def2-TZVPD",
  "elements": ["Bi", "F", "C", "F", "F", "S", "O", "O", "N", "S", "O", "O", "C", "F", "F", "F", "O", "As", "O", "O", "C", "C", "C", "C", "C", "C", "S", "O", "O", "O", "H", "H", "H", "H", "H", "N", "C", "N", "C", "N"],
  "coordinates": [[0.98, -0.31, 0.93], [-3.43, 2.50, 2.27], [-3.13, 1.33, 2.83], [-2.64, 1.50, 4.05], [-4.31, 0.71, 2.98], [-2.06, 0.21, 1.70], [-0.83, -0.14, 2.44], [-1.77, 0.92, 0.47], [-3.12, -1.34, -0.70], [-1.66, -1.66, -0.96], [-1.20, -1.23, -2.24], [-0.69, -1.59, 0.20], [-1.62, -3.54, -1.05], [-2.40, -4.03, -1.99], [-0.36, -3.97, -1.28], [-2.01, -4.03, 0.13], [0.46, 1.13, -3.32], [0.94, 1.65, -1.70], [2.35, 2.41, -1.92], [1.10, 0.07, -1.02], [-0.40, 3.00, -1.28], [-1.13, 3.50, -2.35], [-1.95, 4.60, -2.16], [-2.04, 5.21, -0.92], [-1.30, 4.73, 0.14], [-0.48, 3.62, -0.05], [0.43, 3.11, 1.39], [-0.45, 2.84, 2.47], [1.41, 4.11, 1.66], [1.14, 1.81, 0.95], [-0.13, 0.37, -3.20], [-1.03, 3.03, -3.32], [-2.52, 5.00, -3.00], [-2.68, 6.07, -0.78], [-1.34, 5.18, 1.12], [-6.22, -3.21, -0.90], [-5.50, -2.65, -0.18], [-4.80, -2.06, 0.76], [-3.67, -1.47, 0.58], [-3.02, -0.98, 1.67]],
  "homo_energy_ev": -6.46,
  "total_charge": -1,
  "e_tot_ev": -152376.041,
  "max_force_ev_per_a": 2.7
}